A molecular structure, C17H30BN2O15Sr. Source: OMol25; level of theory: wB97M-V/def2-TZVPD.

The geometry in ORCA input format:
```
! RIJCOSX wB97M-V def2-TZVPD def2/J DEFGRID3
* xyz -1 1
Sr 0.16884 -0.29938 -0.41929
C -0.96989 0.46960 -3.20941
O -1.38493 0.74097 -4.36757
O 0.27957 0.28391 -2.90673
O -1.81675 0.22324 -2.23642
O -1.01024 2.19164 -0.14885
C -1.82989 2.96994 0.25690
O -1.76952 3.63277 1.38988
B -3.09272 4.22935 1.63386
O -3.67759 4.34783 0.28715
C -3.00767 3.52528 -0.51542
O -3.35465 3.20408 -1.60955
O -3.00673 5.46084 2.42196
C -3.65028 5.31384 3.55808
O -3.73157 6.12071 4.44282
C -4.30120 3.87874 3.57333
O -3.95335 3.34002 2.42970
O -5.03529 3.42812 4.39984
C -1.80051 -3.44040 -0.50329
O -0.53218 -2.87076 -0.18279
C 0.42726 -3.87495 0.01963
C 1.86138 -3.33795 0.08979
N 2.08358 -2.35754 -0.97897
C 1.89748 -2.92015 -2.33160
C 2.48149 -1.98935 -3.35847
O 3.86076 -2.21540 -3.54241
C 4.52817 -1.61823 -4.63393
H -2.29680 -3.85412 0.37993
H -1.73926 -4.29404 -1.18634
H -2.33115 -2.62531 -0.99455
H 0.39472 -4.66348 -0.74473
H 0.27405 -4.53529 0.88890
H 2.57792 -4.16723 -0.00867
H 2.17814 -2.88322 1.03297
H 3.01507 -1.95530 -0.96111
H 0.83434 -3.12484 -2.42711
H 2.50437 -3.83507 -2.43273
H 2.30647 -0.91772 -3.20675
H 1.93297 -2.17604 -4.29537
H 3.98208 -1.88329 -5.54335
H 5.48506 -2.13335 -4.68240
H 4.65433 -0.54457 -4.50121
C -3.09940 -0.14292 0.80053
O -1.78044 -0.38189 1.26238
C -1.62057 -0.19250 2.66446
C -0.24299 -0.63670 2.97213
N 0.86048 -0.21175 2.08986
C 1.17414 1.22286 2.25274
C 2.36973 1.64792 1.38205
O 2.18920 1.21856 0.04187
C 2.96962 1.95318 -0.89514
H -3.25541 -0.62111 -0.16518
H -3.40929 0.89846 0.73959
H -3.83812 -0.65997 1.42924
H -2.41316 -0.74427 3.17609
H -1.78799 0.88095 2.83548
H -0.20541 -1.73375 2.89595
H 0.03698 -0.54394 4.03197
H 1.75027 -0.53147 2.47065
H 1.32148 1.42564 3.32024
H 0.31287 1.80396 1.90719
H 3.31232 1.23434 1.76515
H 2.43560 2.73559 1.47229
H 2.80631 1.60979 -1.91204
H 4.01319 1.92077 -0.56429
H 2.66471 3.00431 -0.84891
*
```

Calculated values
- E_LUMO: 1.3 eV
- Calculated total energy: -1959.77154 Ha
- Relative energy (zero: lowest compared OMol25 entry of this formula, charge and spin): 0.000 eV